(1)
This record from the OMol25 dataset describes a molecular structure, C27H29BrN4O2SSe2SiW. The level of theory is wB97M-V/def2-TZVPD.

The value obtained for the gap between HOMO and LUMO is 6.235 eV. The multiplicity is 1. Its total charge is +2. As for the energy above the lowest of the compared OMol25 structures with the same formula, charge and spin: 1.5 kcal per mole. The calculation puts the HOMO energy at -13.83 eV. The calculation puts the LUMO energy at -7.6 eV.

```
68
Properties=species:S:1:pos:R:3:nbo_charge:R:1
W -1.70 -1.01 0.05 0.8764
Br 4.65 -4.41 2.20 0.1396
C 3.07 -3.40 2.13 -0.0621
C 3.07 -2.11 2.64 -0.2228
C 1.92 -1.34 2.55 -0.2243
C 0.78 -1.88 1.96 0.1591
C 0.78 -3.17 1.45 -0.2223
C 1.93 -3.93 1.53 -0.2081
N -0.41 -1.07 1.87 -0.4541
C -0.70 -0.28 2.83 0.1849
C -1.87 0.57 2.71 0.1221
C -2.29 1.39 3.73 -0.1692
C -3.46 2.12 3.57 -0.1042
C -4.16 1.98 2.39 -0.2092
C -3.68 1.14 1.40 0.0976
N -2.54 0.45 1.54 -0.4550
H 3.96 -1.70 3.09 0.2473
H 1.94 -0.32 2.89 0.2280
H -0.10 -3.58 0.99 0.2306
H 1.95 -4.94 1.15 0.2490
H -0.11 -0.27 3.74 0.2332
H -1.71 1.44 4.64 0.2535
H -3.82 2.77 4.36 0.2586
H -5.09 2.51 2.22 0.2591
H -4.21 1.01 0.47 0.2350
C 6.24 0.91 1.43 -0.6438
C 4.86 0.80 0.86 0.0458
C 4.54 -0.24 -0.02 -0.1935
C 3.27 -0.36 -0.54 -0.1823
C 2.30 0.57 -0.19 -0.3133
C 2.59 1.62 0.67 -0.1977
C 3.87 1.72 1.19 -0.2031
S 0.72 0.47 -0.92 2.3142
O -0.29 1.01 0.02 -0.9534
O 0.74 0.98 -2.25 -0.8828
N 0.29 -1.09 -0.83 -0.9287
C -0.02 -1.89 -1.93 0.3917
C 0.60 -2.08 -3.15 -0.2658
C -0.04 -2.96 -4.02 -0.0828
C -1.23 -3.58 -3.67 -0.2524
C -1.81 -3.29 -2.45 0.0921
N -1.19 -2.45 -1.61 -0.4895
H 6.99 0.70 0.67 0.2418
H 6.38 0.18 2.23 0.2376
H 6.43 1.89 1.84 0.2340
H 5.30 -0.96 -0.29 0.2370
H 3.03 -1.19 -1.21 0.2278
H 1.83 2.35 0.93 0.2386
H 4.11 2.54 1.86 0.2345
H 1.51 -1.57 -3.41 0.2575
H 0.40 -3.16 -4.99 0.2505
H -1.72 -4.27 -4.34 0.2569
H -2.75 -3.71 -2.12 0.2324
C -2.22 2.33 -3.90 -1.1561
Si -2.96 2.40 -2.21 1.6067
C -4.78 2.75 -2.19 -1.1536
C -2.02 3.49 -1.03 -1.1532
Se -3.03 0.03 -1.62 -0.1087
H -2.15 3.35 -4.30 0.2722
H -2.84 1.75 -4.59 0.2620
H -1.22 1.91 -3.88 0.2701
H -4.93 3.76 -2.58 0.2730
H -5.20 2.72 -1.19 0.2423
H -5.33 2.07 -2.83 0.2649
H -2.07 4.49 -1.46 0.2729
H -0.98 3.20 -0.95 0.2647
H -2.47 3.53 -0.04 0.2437
Se -2.94 -2.67 0.88 0.2532
```


(2)
This record from the OMol25 dataset describes a molecular structure, C27H29BrN4O2SSe2SiW in a non-equilibrium geometry. The level of theory is wB97M-V/def2-TZVPD.

The value obtained for the gap between HOMO and LUMO is 6.335 eV. The multiplicity is 1. Its total charge is +2. As for the energy above the lowest of the compared OMol25 structures with the same formula, charge and spin: 27.1 kcal per mole. The calculation puts the HOMO energy at -13.80 eV. The calculation puts the LUMO energy at -7.5 eV.

```
68
Properties=species:S:1:pos:R:3:nbo_charge:R:1
W 0.31 1.17 -0.13 1.0421
Br -4.25 2.09 5.86 0.1505
C -3.42 2.12 4.18 -0.0894
C -2.93 0.94 3.63 -0.1770
C -2.30 0.96 2.40 -0.2337
C -2.19 2.16 1.70 0.0650
C -2.65 3.34 2.27 -0.1944
C -3.27 3.32 3.50 -0.2142
N -1.56 2.19 0.40 -0.4066
C -2.03 2.99 -0.48 0.1546
C -1.33 3.14 -1.74 0.1285
C -1.76 4.03 -2.71 -0.1699
C -1.03 4.17 -3.88 -0.1077
C 0.11 3.40 -4.03 -0.1983
C 0.49 2.52 -3.03 0.0934
N -0.21 2.38 -1.90 -0.4500
H -3.03 0.01 4.17 0.2381
H -1.92 0.05 1.97 0.2390
H -2.50 4.29 1.77 0.2319
H -3.63 4.24 3.95 0.2549
H -2.94 3.55 -0.30 0.2332
H -2.66 4.60 -2.53 0.2518
H -1.35 4.86 -4.65 0.2576
H 0.72 3.47 -4.92 0.2592
H 1.37 1.91 -3.14 0.2548
C 5.46 -4.64 -3.32 -0.6494
C 4.78 -3.48 -2.66 0.0838
C 3.39 -3.43 -2.54 -0.2042
C 2.77 -2.36 -1.92 -0.1670
C 3.56 -1.33 -1.43 -0.3632
C 4.95 -1.35 -1.53 -0.1449
C 5.55 -2.43 -2.15 -0.2129
S 2.81 -0.02 -0.62 2.2825
O 1.80 0.64 -1.56 -0.9102
O 3.76 0.87 -0.04 -0.8512
N 1.57 -0.50 0.33 -0.8530
C 1.65 -0.42 1.74 0.3649
C 2.63 -1.00 2.52 -0.2590
C 2.55 -0.69 3.87 -0.0866
C 1.53 0.15 4.32 -0.2500
C 0.59 0.64 3.44 0.0741
N 0.63 0.31 2.14 -0.4594
H 4.74 -5.36 -3.71 0.2317
H 6.10 -5.16 -2.61 0.2474
H 6.09 -4.30 -4.14 0.2466
H 2.79 -4.24 -2.94 0.2357
H 1.69 -2.32 -1.83 0.2421
H 5.54 -0.53 -1.13 0.2544
H 6.63 -2.45 -2.25 0.2411
H 3.41 -1.61 2.09 0.2538
H 3.27 -1.09 4.57 0.2498
H 1.46 0.42 5.37 0.2544
H -0.22 1.28 3.77 0.2307
C -3.48 -2.84 -1.60 -1.1467
Si -3.28 -1.72 -0.13 1.6165
C -2.67 -2.57 1.42 -1.1413
C -4.69 -0.54 0.14 -1.1506
Se -1.39 -0.44 -0.89 -0.3792
H -4.29 -3.55 -1.42 0.2692
H -2.57 -3.41 -1.79 0.2591
H -3.73 -2.27 -2.49 0.2610
H -3.37 -3.34 1.73 0.2708
H -2.56 -1.87 2.24 0.2339
H -1.71 -3.06 1.24 0.2577
H -5.60 -1.06 0.44 0.2706
H -4.92 0.00 -0.79 0.2559
H -4.45 0.19 0.91 0.2456
Se 1.19 2.99 0.86 0.1821
```


(3)
This record from the OMol25 dataset describes 8 unconnected molecules or ions with the total composition C27H29ClF8N3O24PS in a non-equilibrium geometry. The level of theory is wB97M-V/def2-TZVPD.

The value obtained for the gap between HOMO and LUMO is 9.010 eV. The multiplicity is 1. Its structure (SMILES) is CCO[C@](C#N)([PH2]=N)[C@](Cl)(C#N)S(=O)(=O)F.O=C1OC[C@@H](F)O1.O=C1OC[C@@H](F)O1.O=C1OC[C@@H](F)O1.O=C1OC[C@@H](F)O1.O=C1OC[C@@H](F)O1.O=C1OC[C@@H](F)O1.O=C1OC[C@@H](F)O1. The calculation puts the HOMO energy at -9.17 eV. The calculation puts the LUMO energy at -0.2 eV.

```
94
Properties=species:S:1:pos:R:3:mulliken_charge:R:1
C -5.12 -4.79 1.09 -1.3166
C -4.28 -4.16 -0.01 0.7755
O -2.89 -4.39 0.28 -0.3538
C -1.94 -3.99 -0.65 0.9125
C -0.91 -3.21 0.08 -0.5887
N -0.11 -2.61 0.63 -0.5060
P -2.53 -2.75 -1.98 0.9474
N -1.44 -2.10 -2.89 -0.8542
C -1.21 -5.31 -1.23 1.1231
Cl -1.39 -6.64 -0.06 -0.0549
C 0.23 -5.12 -1.43 -0.5380
N 1.35 -4.98 -1.60 -0.3422
S -1.83 -6.00 -2.83 1.0658
O -1.77 -5.01 -3.83 -0.4441
O -1.30 -7.30 -3.00 -0.5522
F -3.33 -6.14 -2.37 -0.1681
H -5.92 -5.42 0.69 0.1813
H -4.51 -5.42 1.74 0.4535
H -5.58 -4.02 1.71 0.2712
H -4.55 -4.60 -0.98 0.1808
H -4.46 -3.08 -0.01 -0.2720
H -3.21 -1.81 -1.20 -0.2862
H -3.54 -3.46 -2.66 0.1277
H -0.49 -2.41 -2.74 0.2778
C -0.93 2.35 -2.98 -0.3347
C -2.42 2.58 -2.88 0.4822
O -2.86 1.43 -2.18 -0.2995
C -1.82 0.98 -1.42 0.6623
O -1.93 0.17 -0.56 -0.4965
O -0.68 1.58 -1.79 -0.3782
F -3.03 2.62 -4.09 -0.3108
H -0.69 1.75 -3.86 0.3490
H -0.35 3.27 -2.94 0.0891
H -2.70 3.47 -2.32 0.2806
C -5.45 1.93 0.53 -0.4046
C -6.27 1.08 -0.42 0.4364
O -5.47 -0.08 -0.56 -0.2781
C -4.72 -0.20 0.56 0.8343
O -4.11 -1.18 0.85 -0.5366
O -4.76 0.93 1.29 -0.4374
F -6.43 1.66 -1.63 -0.2981
H -4.72 2.53 -0.02 0.1109
H -6.04 2.56 1.19 0.3216
H -7.25 0.79 -0.03 0.2001
C 0.84 6.03 0.84 -0.2852
C -0.37 5.13 0.89 0.3502
O -0.77 5.07 -0.47 -0.2864
C 0.33 5.30 -1.23 0.6672
O 0.38 5.08 -2.40 -0.6139
O 1.33 5.78 -0.49 -0.2861
F -1.38 5.64 1.63 -0.2921
H 0.55 7.08 0.92 0.2515
H 1.60 5.81 1.58 0.1320
H -0.17 4.11 1.23 0.3217
C 4.18 -6.19 -0.74 -0.1636
C 4.87 -5.51 0.42 0.3083
O 6.08 -6.24 0.54 -0.3217
C 6.37 -6.77 -0.69 0.6320
O 7.42 -7.23 -0.99 -0.5006
O 5.30 -6.66 -1.51 -0.3350
F 4.18 -5.61 1.58 -0.2762
H 3.59 -7.03 -0.40 0.2285
H 3.56 -5.52 -1.33 0.2084
H 5.12 -4.46 0.26 0.2843
C 6.17 5.92 1.09 -0.2564
C 5.96 4.69 1.95 0.2535
O 4.98 5.13 2.87 -0.3114
C 4.26 6.11 2.27 0.7065
O 3.22 6.53 2.67 -0.6097
O 4.87 6.52 1.15 -0.3365
F 7.06 4.30 2.64 -0.2309
H 6.91 6.60 1.50 0.2882
H 6.42 5.68 0.06 0.2952
H 5.57 3.82 1.41 0.2380
C 12.33 6.01 2.17 -0.3896
C 11.90 5.29 3.44 0.3046
O 10.61 5.82 3.66 -0.2900
C 10.10 6.20 2.46 0.5867
O 8.96 6.46 2.27 -0.4946
O 11.07 6.23 1.52 -0.3179
F 12.69 5.60 4.49 -0.2758
H 12.79 6.96 2.41 0.2758
H 12.98 5.42 1.53 0.2666
H 11.83 4.21 3.36 0.2794
C -8.29 -3.88 -0.08 -0.4082
C -9.78 -3.66 -0.27 0.2620
O -10.08 -2.76 0.77 -0.3360
C -8.96 -2.05 1.06 0.5681
O -8.92 -1.05 1.70 -0.5136
O -7.88 -2.64 0.49 -0.1510
F -10.49 -4.80 -0.11 -0.2891
H -8.11 -4.70 0.62 0.2482
H -7.74 -4.06 -1.01 0.2874
H -10.05 -3.21 -1.23 0.2954
```


Question: gap between HOMO and LUMO of number 1 (C27H29BrN4O2SSe2SiW)?
Answer: 6.235 eV


Question: HOMO energy of number 2 (C27H29BrN4O2SSe2SiW)?
Answer: -13.80 eV


Question: What is the gap between HOMO and LUMO in the second record?
Answer: 6.335 eV